Entry from the OMol25 dataset: 2 unconnected molecules or ions with the total composition C6H17NO in a non-equilibrium geometry (ωB97M-V/def2-TZVPD).

Calculated values
**Orbital gap**: 9.4 eV
**Structure (SMILES)**: CCCC[C@H](C)N.O
**Total charge**: 0
**Energy above the lowest of the compared OMol25 structures with the same formula, charge and spin**: 61.5 kJ/mol

```
25
Properties=species:S:1:pos:R:3:forces:R:3:nbo_charge:R:1
C -2.373533 -0.940515 2.420265 0.319 -1.473 -0.175 -0.617
C -2.034566 -0.787419 0.933244 -0.298 -0.523 -0.299 -0.410
C -0.789663 -1.593611 0.533555 -0.013 0.149 -0.340 -0.382
C 0.525578 -0.815848 0.615884 -0.121 -1.105 0.631 -0.414
C 0.702779 0.171912 -0.540228 0.391 0.279 -0.065 -0.056
C 1.643223 -0.467179 -1.574667 -0.180 0.209 -0.489 -0.620
N 1.130938 1.463781 0.025902 -0.279 -0.592 -0.079 -0.848
H -1.546981 -1.442706 2.941918 0.359 0.992 0.162 0.204
H -2.708533 -0.024365 2.889015 -0.025 -0.080 0.280 0.214
H -3.081301 -1.771006 2.546469 -0.595 0.603 -0.110 0.204
H -2.872748 -1.165658 0.336877 -0.034 0.098 0.106 0.196
H -1.952620 0.262535 0.651796 0.323 0.038 0.042 0.205
H -0.732835 -2.530488 1.096152 -0.065 0.184 0.339 0.196
H -0.866378 -1.962978 -0.496868 -0.142 0.251 -0.082 0.193
H 0.694344 -0.352128 1.590658 -0.605 0.490 -0.086 0.217
H 1.293868 -1.599086 0.673905 0.289 0.214 -0.723 0.196
H -0.227395 0.362923 -1.081701 -0.279 -0.101 0.418 0.185
H 2.582843 -0.715335 -1.080840 0.138 -0.114 -0.261 0.196
H 1.815838 0.132247 -2.475256 0.180 0.478 0.408 0.204
H 1.192165 -1.356390 -2.028115 0.052 -0.301 0.558 0.206
H 2.100630 1.374947 0.279602 0.341 0.341 0.108 0.342
H 1.004290 2.245478 -0.599076 0.278 -0.093 -0.306 0.384
O 1.375822 3.545438 -2.334403 -0.671 0.910 0.015 -0.952
H 0.956668 4.430315 -2.446115 0.639 -1.011 0.011 0.479
H 2.167567 3.535133 -2.877972 -0.001 0.157 -0.062 0.478
```
Forces are in eV/Å.